Record 1
Here is a structure of composition C5H7Cl3O3 at a distorted geometry from the Open Molecules 2025 dataset. Energies are from ωB97M-V with the def2-TZVPD basis set.

Geometry as ORCA input:
```
! RIJCOSX wB97M-V def2-TZVPD def2/J DEFGRID3
* xyz 0 1
C 1.14 2.81 -1.63
Cl 1.79 1.81 -0.35
Cl -0.58 2.39 -1.85
Cl 1.97 2.68 -3.19
H 1.28 3.87 -1.40
C 0.21 0.47 0.63
C -0.07 -1.00 1.05
C -1.43 -1.47 1.27
O -1.56 -2.52 0.30
C -0.49 -2.66 -0.38
O -0.36 -3.47 -1.30
O 0.43 -1.85 0.05
H 1.22 0.58 0.24
H 0.03 1.21 1.42
H -0.38 0.83 -0.21
H 0.48 -1.27 1.95
H -2.09 -0.63 1.08
H -1.57 -1.78 2.31
*
```

ΔE to the lowest compared entry with this formula, charge and spin in kcal/mol: 91.16
Electronic energy in eV: -49004.4507



Record 2
Here is a cluster of 2 separate species, C5H7ClN4O2 in total at a distorted geometry from the Open Molecules 2025 dataset. Energies are from ωB97M-V with the def2-TZVPD basis set.

Geometry as ORCA input:
```
! RIJCOSX wB97M-V def2-TZVPD def2/J DEFGRID3
* xyz 0 1
O -1.22 1.16 -1.95
N -1.45 0.73 -0.87
O -2.73 0.26 -0.60
C -0.52 0.58 0.05
C 0.71 1.30 -0.32
N 1.80 1.29 0.69
C 1.63 0.69 1.78
N 0.44 0.18 2.20
C -0.54 0.12 1.39
Cl -1.99 -0.74 1.92
H -2.74 -0.13 0.20
H 1.16 0.91 -1.24
H 0.66 2.43 -0.50
H 2.40 0.84 2.54
C 0.51 -2.06 -1.48
N 0.75 -1.36 -0.44
H -0.12 -2.90 -1.47
H 0.92 -1.62 -2.35
H 0.32 -1.67 0.44
*
```

ΔE to the lowest compared entry with this formula, charge and spin in kcal/mol: 33.61
Electronic energy in eV: -27870.0668
SMILES: [O-]/[N+](O)=C1\CN=CN=C1Cl.C=N



Record 3
Here is an isolated molecule of C5H7ClN4O3S at a distorted geometry from the Open Molecules 2025 dataset. Energies are from ωB97M-V with the def2-TZVPD basis set.

Geometry as ORCA input:
```
! RIJCOSX wB97M-V def2-TZVPD def2/J DEFGRID3
* xyz 0 1
C 0.73 -2.76 -0.57
S 1.18 -1.34 0.43
O 2.44 -0.81 0.00
O 0.97 -1.61 1.82
N 0.04 -0.13 -0.05
C -1.56 -0.51 0.09
O -1.84 -1.65 0.10
C -2.35 0.75 0.13
Cl -4.09 0.38 0.28
N 0.51 1.14 -0.01
C 1.20 1.75 1.01
N 1.63 2.90 0.61
N 1.26 3.08 -0.67
C 0.61 2.03 -1.05
H 0.53 -2.41 -1.57
H 1.59 -3.42 -0.57
H -0.13 -3.24 -0.13
H -2.20 1.32 -0.79
H -2.05 1.36 0.99
H 1.35 1.31 1.97
H 0.18 1.86 -2.01
*
```

Electronic energy in eV: -40756.3147
SMILES: CS(=O)(=O)N(C(=O)CCl)n1cnnc1



Record 4
Here is the ion C5H7ClNO3 with charge -1 at a distorted geometry from the Open Molecules 2025 dataset. Energies are from ωB97M-V with the def2-TZVPD basis set.

Geometry as ORCA input:
```
! RIJCOSX wB97M-V def2-TZVPD def2/J DEFGRID3
* xyz -1 1
O 1.16 1.94 -0.29
C 1.72 1.07 0.42
O 2.27 1.16 1.52
C 1.73 -0.34 -0.30
Cl 2.44 -1.66 0.78
N 0.48 -0.70 -0.86
C -0.57 -1.11 0.04
C -1.28 0.10 0.63
C -1.97 1.00 -0.29
O -2.70 0.13 0.59
H 2.44 -0.25 -1.11
H 0.57 -1.30 -1.66
H -0.23 -1.75 0.86
H -1.35 -1.62 -0.52
H -0.81 0.57 1.49
H -1.86 2.02 0.05
H -2.04 0.73 -1.33
*
```

ΔE to the lowest compared entry with this formula, charge and spin in kcal/mol: 10.23
Electronic energy in eV: -25454.0422
SMILES: O=C([O-])[C@@H](Cl)NC[C@H]1CO1



Record 5
Here is a structure of composition C5H7ClO at a distorted geometry from the Open Molecules 2025 dataset. Energies are from ωB97M-V with the def2-TZVPD basis set.

Geometry as ORCA input:
```
! RIJCOSX wB97M-V def2-TZVPD def2/J DEFGRID3
* xyz 0 1
C 0.45 0.04 -0.54
C -0.47 -1.00 0.12
C -1.88 -0.69 -0.46
C -1.83 0.86 -0.34
C -0.39 0.92 0.37
H 0.31 0.17 -1.61
H -0.13 -2.03 0.17
H -1.93 -1.01 -1.50
H -2.60 -1.22 0.13
H -2.55 1.35 0.28
H -1.96 1.29 -1.34
H -0.09 1.91 0.72
O -0.49 -0.19 1.32
Cl 2.21 0.02 -0.13
*
```

ΔE to the lowest compared entry with this formula, charge and spin in kcal/mol: 26.38
Electronic energy in eV: -19866.8086



Record 6
Here is an isolated molecule of C5H7ClO at a distorted geometry from the Open Molecules 2025 dataset. Energies are from ωB97M-V with the def2-TZVPD basis set.

Geometry as ORCA input:
```
! RIJCOSX wB97M-V def2-TZVPD def2/J DEFGRID3
* xyz 0 1
C -1.08 0.10 -1.53
C -1.73 -0.68 -0.66
C 0.39 0.19 -1.34
C 0.19 -0.84 0.53
C 0.70 -0.21 1.77
O -1.14 -1.01 0.55
Cl 1.06 -2.50 0.20
H -1.37 0.40 -2.54
H -2.76 -1.05 -0.74
H 0.95 -0.52 -1.93
H 0.91 1.04 -1.31
H 0.03 0.50 2.01
H 1.66 0.12 1.67
H 0.86 -1.02 2.65
*
```

ΔE to the lowest compared entry with this formula, charge and spin in kcal/mol: 66.43
Electronic energy in eV: -19865.0716



Record 7
Here is a cluster of 2 separate species, C5H7ClO in total at a distorted geometry from the Open Molecules 2025 dataset. Energies are from ωB97M-V with the def2-TZVPD basis set.

Geometry as ORCA input:
```
! RIJCOSX wB97M-V def2-TZVPD def2/J DEFGRID3
* xyz 0 1
C 0.61 2.33 0.84
C 0.30 1.28 0.35
C 0.16 0.27 -1.90
C -0.36 -1.36 1.36
C -0.08 0.16 -0.37
O -0.62 -0.91 0.04
Cl 2.63 -0.78 0.23
H 1.06 3.21 1.17
H -0.69 0.83 -2.29
H 0.01 -0.62 -2.44
H 1.08 0.65 -2.14
H -0.89 -0.91 2.26
H 0.67 -1.23 1.68
H -0.37 -2.37 1.45
*
```

ΔE to the lowest compared entry with this formula, charge and spin in kcal/mol: 95.73
Electronic energy in eV: -19863.8013



Record 8
Here is a structure of composition C5H7ClO2 at a distorted geometry from the Open Molecules 2025 dataset. Energies are from ωB97M-V with the def2-TZVPD basis set.

Geometry as ORCA input:
```
! RIJCOSX wB97M-V def2-TZVPD def2/J DEFGRID3
* xyz 0 1
C -0.46 2.80 -0.62
C -0.21 0.61 0.04
C -0.09 -0.89 -0.19
C 1.05 -1.08 0.78
C 1.12 0.42 0.65
H -0.99 3.49 -1.38
H -1.25 2.36 0.21
H 0.41 3.11 -0.24
H -1.17 0.71 0.58
H 0.43 -1.00 -1.10
H 1.73 -1.87 0.44
H 0.60 -1.15 1.91
O -0.14 1.36 -1.10
O 2.15 1.14 0.65
Cl -1.42 -2.17 -0.05
*
```

ΔE to the lowest compared entry with this formula, charge and spin in kcal/mol: 83.61
Electronic energy in eV: -21912.0961



Q: The lowest electronic energy belongs to which entry?
A: C5H7Cl3O3



Q: The highest electronic energy belongs to which entry?
A: number 7